A cluster of 2 separate species, C5H10O in total at a distorted geometry, computed with ωB97M-V/def2-TZVPD.

Structure (XYZ):
```
16
Properties=species:S:1:pos:R:3:mulliken_charge:R:1
C 0.77 0.18 -0.78 -0.49
C 0.55 -0.49 0.54 0.32
O 0.95 -1.60 0.81 -0.58
C -0.80 -0.14 -1.07 -0.70
C -1.50 0.64 0.07 -0.59
C -0.61 0.19 1.25 -0.56
H 1.00 1.27 -0.77 0.26
H 1.52 -0.29 -1.43 0.47
H 2.92 -0.31 0.17 0.09
H 2.62 -0.93 0.44 -0.11
H -0.96 0.15 -2.09 0.42
H -1.14 -1.21 -0.97 0.27
H -2.57 0.44 0.24 0.31
H -1.42 1.71 -0.15 0.27
H -1.07 -0.59 1.85 0.29
H -0.26 0.99 1.90 0.32
```

Output
ΔE to the lowest compared entry with this formula, charge and spin (kcal per mole): 51.7
Frontier orbital gap (eV): 10.46
SMILES string: O=C1CCCC1.[H][H]
E_tot (a.u.): -271.67024